--- P ---
{"formula": "C6H14N2", "method": "ωB97M-V with the def2-TZVPD basis set", "elements": ["N", "N", "C", "C", "C", "C", "C", "C", "H", "H", "H", "H", "H", "H", "H", "H", "H", "H", "H", "H", "H", "H"], "coordinates": [[-0.66, -0.75, 0.37], [-1.29, -0.76, 1.66], [1.74, -0.20, 0.92], [1.13, 2.20, -1.08], [0.17, 1.16, -0.61], [-1.78, 0.46, -1.02], [0.46, 0.16, 0.21], [-0.46, -2.12, -0.10], [0.00, -2.08, -1.08], [0.82, 3.19, -0.73], [1.56, -0.51, 1.95], [2.27, -1.02, 0.41], [-0.61, -1.07, 2.36], [2.16, 2.06, -0.75], [-2.18, 1.44, -0.80], [-1.44, -2.60, -0.17], [0.18, -2.69, 0.58], [-1.53, 0.20, 1.87], [-1.58, 0.31, -2.07], [2.42, 0.65, 0.95], [-2.51, -0.28, -0.68], [1.13, 2.25, -2.18]], "lowdin_charge": [-0.355, 0.069, -0.047, -0.095, -0.081, 0.035, -0.363, -0.071, 0.093, 0.070, 0.066, 0.082, 0.068, 0.067, 0.017, 0.082, 0.079, 0.086, 0.028, 0.065, 0.033, 0.072], "homo_lumo_gap_ev": 8.316, "homo_ha": -0.2739}



--- Q ---
{"formula": "C6H14N2", "method": "ωB97M-V with the def2-TZVPD basis set", "elements": ["N", "N", "C", "C", "C", "C", "C", "C", "H", "H", "H", "H", "H", "H", "H", "H", "H", "H", "H", "H", "H", "H"], "coordinates": [[0.62, 0.42, -2.00], [-1.68, 0.41, -1.91], [1.08, -0.20, 1.70], [1.23, 1.29, 1.60], [-0.47, -0.14, -1.65], [2.31, -1.00, 1.36], [-0.07, -0.79, 2.00], [-2.86, -0.01, -1.17], [-1.63, 1.38, -2.20], [0.36, 1.82, 1.97], [-0.50, -1.12, -1.16], [-0.98, -0.24, 2.21], [3.10, -0.85, 2.10], [2.70, -0.68, 0.39], [1.43, 1.59, 0.57], [-0.14, -1.87, 2.04], [-2.85, -1.10, -1.10], [1.42, -0.15, -1.77], [-2.91, 0.41, -0.17], [-3.75, 0.29, -1.71], [2.09, 1.62, 2.18], [2.08, -2.06, 1.29]], "lowdin_charge": [0.062, -0.067, -0.443, -0.076, -0.357, -0.074, 0.014, -0.107, 0.125, 0.073, 0.118, 0.056, 0.081, 0.072, 0.070, 0.057, 0.078, 0.018, 0.073, 0.075, 0.079, 0.073], "smiles": "[H]/N=C/NC.C=C(C)C", "homo_lumo_gap_ev": 9.805, "homo_ha": -0.3252}



So which one is most stable? That would be Q, about 4.646 eV below the next structure.



--- P ---
{"formula": "C6H8N2O2", "method": "ωB97M-V with the def2-TZVPD basis set", "elements": ["O", "O", "N", "N", "C", "C", "C", "C", "C", "C", "H", "H", "H", "H", "H", "H", "H", "H"], "coordinates": [[3.08, 1.68, 0.41], [-2.75, 1.45, -0.05], [2.80, -0.68, -0.20], [-0.41, -0.74, 1.14], [-1.89, 0.60, -0.08], [-1.92, -0.79, -0.71], [1.79, -0.06, -0.39], [-0.50, -1.20, -0.27], [0.34, 0.05, -0.63], [-0.49, 0.62, 0.56], [-2.69, -1.42, -0.26], [-0.20, 1.50, 1.14], [-1.20, -1.00, 1.74], [-0.15, -2.21, -0.51], [2.45, 1.81, 1.12], [3.65, 0.63, 0.39], [-2.08, -0.74, -1.79], [0.18, 0.49, -1.63]], "lowdin_charge": [-0.216, 0.114, 0.138, 0.063, -0.355, -0.050, -0.139, -0.232, -0.164, -0.169, 0.131, 0.155, 0.120, 0.151, 0.009, 0.152, 0.131, 0.160], "homo_lumo_gap_ev": 10.238, "homo_ha": -0.3558}



--- Q ---
{"formula": "C6H8N2O2", "method": "ωB97M-V with the def2-TZVPD basis set", "elements": ["O", "O", "N", "N", "C", "C", "C", "C", "C", "C", "H", "H", "H", "H", "H", "H", "H", "H"], "coordinates": [[2.15, 1.11, -1.33], [-1.29, -1.79, -1.53], [0.03, -1.65, 0.48], [0.31, -0.25, -1.28], [1.63, 0.19, -0.73], [-1.33, 2.18, 0.18], [-1.91, 0.83, 0.44], [1.12, -1.02, 1.10], [-0.35, -1.38, -0.78], [1.94, -0.26, 0.55], [-2.23, 0.27, -0.51], [-0.92, 2.76, 0.98], [-2.25, 0.02, 1.23], [1.60, -1.41, 2.09], [2.85, 0.07, 1.09], [0.12, 0.28, -2.11], [-1.10, 2.61, -0.85], [-0.38, -2.57, 0.99]], "lowdin_charge": [0.069, -0.002, 0.113, 0.178, -0.415, -0.042, -0.071, -0.116, -0.541, -0.061, 0.034, -0.002, 0.081, 0.170, 0.147, 0.151, 0.066, 0.240], "smiles": "O=c1cc[nH]c(=O)[nH]1.C=C", "homo_lumo_gap_ev": 9.622, "homo_ha": -0.3446}



--- R ---
{"formula": "C6H8N2O2", "method": "ωB97M-V with the def2-TZVPD basis set", "elements": ["O", "O", "N", "N", "C", "C", "C", "C", "C", "C", "H", "H", "H", "H", "H", "H", "H", "H"], "coordinates": [[2.51, 0.74, -1.06], [2.89, 0.23, 1.11], [-3.82, 0.64, 0.28], [-0.20, 1.44, -0.02], [0.06, -0.79, -1.08], [0.93, -0.73, 0.16], [-2.82, 0.14, 0.58], [2.17, 0.11, 0.14], [-1.54, -0.48, 0.95], [-0.40, 0.02, 0.09], [-1.65, -1.57, 0.87], [0.40, -0.24, -1.96], [-1.35, -0.25, 2.01], [1.86, 0.44, -1.76], [-0.18, 1.92, 0.88], [-0.45, -1.73, -1.28], [1.00, -1.62, 0.79], [0.60, 1.73, -0.68]], "lowdin_charge": [0.055, 0.115, 0.149, 0.094, -0.020, -0.116, -0.212, -0.464, -0.098, -0.474, 0.132, 0.107, 0.135, 0.103, 0.099, 0.123, 0.153, 0.119], "smiles": "N#CC[C@]1(N)C[C@H]1C(=O)O", "homo_lumo_gap_ev": 9.967, "homo_ha": -0.3529}



--- S ---
{"formula": "C6H8N2O2", "method": "ωB97M-V with the def2-TZVPD basis set", "elements": ["O", "O", "N", "N", "C", "C", "C", "C", "C", "C", "H", "H", "H", "H", "H", "H", "H", "H"], "coordinates": [[-2.40, -0.32, 2.52], [2.87, 2.29, -0.64], [3.82, 0.31, -0.37], [-1.48, -1.40, 0.18], [-1.63, 0.36, 1.89], [0.32, 0.20, 0.39], [-1.13, -0.04, 0.50], [-1.45, -1.71, -1.24], [1.50, 0.43, 0.26], [2.83, 0.93, 0.08], [2.10, 2.78, -0.34], [-1.62, 0.71, -0.16], [4.22, 1.14, -1.09], [-1.79, -2.74, -1.39], [-2.10, -1.04, -1.84], [-2.38, -1.62, 0.60], [-1.25, 1.33, 2.27], [-0.43, -1.62, -1.63]], "lowdin_charge": [0.081, -0.081, 0.132, -0.083, -0.197, 0.050, -0.350, -0.117, 0.059, -0.381, 0.068, 0.163, 0.164, 0.084, 0.081, 0.110, 0.134, 0.083], "smiles": "[H]/N=C(\\O)C#C[C@H](C=O)NC", "homo_lumo_gap_ev": 9.702, "homo_ha": -0.3539}



So which one is most stable? That would be R, about 2.074 eV below the next structure.



--- P ---
{"formula": "C6H8N2O2", "method": "ωB97M-V with the def2-TZVPD basis set", "elements": ["O", "O", "N", "N", "C", "C", "C", "C", "C", "C", "H", "H", "H", "H", "H", "H", "H", "H"], "coordinates": [[2.26, 1.05, -0.94], [-2.28, 1.47, -1.37], [1.03, -1.57, -0.54], [-0.12, 3.32, -0.72], [0.38, -1.92, 0.73], [-0.29, -0.56, 0.84], [1.08, 0.96, -0.73], [0.28, -0.30, -0.57], [0.82, -0.96, 1.78], [0.27, 2.22, -0.59], [-0.54, -0.28, -1.30], [0.75, -2.18, -1.31], [-2.55, 1.19, -0.50], [0.47, -1.18, 2.79], [1.81, -0.51, 1.72], [-2.01, 2.48, -1.36], [-0.03, -2.91, 0.91], [-1.30, -0.30, 1.16]], "lowdin_charge": [0.154, -0.115, 0.055, 0.170, -0.236, -0.154, -0.336, -0.254, -0.058, -0.090, 0.149, 0.115, 0.025, 0.111, 0.118, 0.073, 0.144, 0.129], "smiles": "N#CC(=O)[C@H]1N[C@H]2C[C@H]21.O", "homo_lumo_gap_ev": 9.165, "homo_ha": -0.3441}



--- Q ---
{"formula": "C6H8N2O2", "method": "ωB97M-V with the def2-TZVPD basis set", "elements": ["O", "O", "N", "N", "C", "C", "C", "C", "C", "C", "H", "H", "H", "H", "H", "H", "H", "H"], "coordinates": [[0.54, -2.18, 0.15], [1.82, -0.42, -0.44], [-0.44, -0.13, 0.19], [-1.46, -0.91, 0.62], [-0.91, 1.24, 0.15], [0.80, -0.92, -0.08], [1.62, -3.09, -0.03], [0.00, 2.31, -0.33], [-2.19, 1.21, 0.57], [-2.48, -0.14, 0.85], [1.03, 2.04, -0.12], [-0.10, 2.42, -1.41], [-3.41, -0.56, 1.21], [-0.24, 3.25, 0.15], [1.99, -3.04, -1.06], [-2.85, 2.05, 0.68], [2.44, -2.85, 0.65], [1.22, -4.07, 0.18]], "lowdin_charge": [-0.021, 0.134, 0.029, 0.053, -0.232, -0.468, -0.027, -0.027, -0.034, -0.147, 0.072, 0.087, 0.100, 0.081, 0.100, 0.101, 0.101, 0.097], "smiles": "COC(=O)n1nccc1C", "homo_lumo_gap_ev": 10.138, "homo_ha": -0.3392}



So which one is most stable? That would be Q, about 2.583 eV below the next structure.